Entry 1:
Formula: H4OS
Source: the Open Molecules 2025 dataset
Level of theory: ωB97M-V/def2-TZVPD

Geometry as ORCA input:
```
! wB97M-V def2-TZVPD RIJCOSX def2/J DEFGRID3
* xyz 0 1
H 1.8496 2.2289 0.6296
H -1.8886 -2.5520 -0.6312
O 1.0664 1.6422 0.5266
H 0.5721 1.7376 1.3720
H -0.5786 -1.1329 -0.4508
S -1.0209 -1.9238 -1.4461
*
```

Calculated values
E_HOMO = -9.58 eV
Kohn-Sham gap = 10.3 eV
LUMO level = 0.717 eV
energy above the lowest of the compared OMol25 structures with the same formula, charge and spin = 0.095 eV
M = 52.1 g/mol
SMILES = O.S

***

Entry 2:
Formula: H4OSSi
Source: the Open Molecules 2025 dataset
Level of theory: ωB97M-V/def2-TZVPD

Geometry as ORCA input:
```
! wB97M-V def2-TZVPD RIJCOSX def2/J DEFGRID3
* xyz 0 1
H -1.7319 0.9745 -0.4482
H 0.8650 -2.2654 -1.7215
H 0.0910 -0.4895 1.9530
H 1.8643 1.1742 -0.1325
O 0.8759 1.0805 0.0065
Si 0.0607 -0.1994 0.4373
S -2.0251 -0.2748 -0.0945
*
```

Calculated values
E_HOMO (spin up / spin down) = -9.81 / -7.34 eV
Kohn-Sham gap (spin up / spin down) = 9.5 / 6.9 eV
LUMO level (spin up / spin down) = -0.342 / -0.424 eV
energy above the lowest of the compared OMol25 structures with the same formula, charge and spin = 4.120 eV
M = 80.2 g/mol

***

Entry 3:
Formula: H4P2S5
Source: the Open Molecules 2025 dataset
Level of theory: ωB97M-V/def2-TZVPD

Geometry as ORCA input:
```
! wB97M-V def2-TZVPD RIJCOSX def2/J DEFGRID3
* xyz 0 1
H 3.6283 -0.1546 -1.6482
P -0.8765 0.8559 0.6098
S 0.0175 2.5406 -0.0645
S -2.8470 0.2729 0.0312
S 3.3348 0.9020 -1.0708
H 1.9534 0.7227 -1.2955
H -0.9217 -0.8319 -1.7363
S -0.6762 0.5655 2.6248
H -1.1391 -0.7898 2.5999
P -1.2735 -1.1270 -0.3644
S -1.2001 -2.9563 0.3140
*
```

Calculated values
E_HOMO = -9.07 eV
Kohn-Sham gap = 8.1 eV
LUMO level = -0.958 eV
energy above the lowest of the compared OMol25 structures with the same formula, charge and spin = 0.337 eV
M = 226.3 g/mol

***

Entry 4:
Formula: H4S2
Source: the Open Molecules 2025 dataset
Level of theory: ωB97M-V/def2-TZVPD

Geometry as ORCA input:
```
! wB97M-V def2-TZVPD RIJCOSX def2/J DEFGRID3
* xyz 0 1
H -1.5409 0.6405 0.6938
H 0.7274 -1.8057 -0.7472
S -0.6707 1.5819 0.2838
H 1.7898 -0.5281 0.2536
H -1.0548 1.4519 -0.9997
S 0.7492 -1.3406 0.5157
*
```

Calculated values
E_HOMO = -8.74 eV
Kohn-Sham gap = 9.6 eV
LUMO level = 0.815 eV
energy above the lowest of the compared OMol25 structures with the same formula, charge and spin = 0.245 eV
M = 68.2 g/mol
SMILES = S.S

***

Entry 5:
Formula: H4S2
Source: the Open Molecules 2025 dataset
Level of theory: ωB97M-V/def2-TZVPD

Geometry as ORCA input:
```
! wB97M-V def2-TZVPD RIJCOSX def2/J DEFGRID3
* xyz 0 1
S 0.6477 1.4798 -1.2160
H 1.2488 1.6588 -0.0250
H -0.8742 -1.8348 1.4506
S -0.6900 -0.8137 0.5932
H -0.4869 1.0455 -0.6365
H 0.1546 -1.5357 -0.1663
*
```

Calculated values
E_HOMO = -9.63 eV
Kohn-Sham gap = 10.4 eV
LUMO level = 0.778 eV
energy above the lowest of the compared OMol25 structures with the same formula, charge and spin = 0.179 eV
M = 68.2 g/mol
SMILES = S.S

***

Entry 6:
Formula: H4S2
Source: the Open Molecules 2025 dataset
Level of theory: ωB97M-V/def2-TZVPD

Geometry as ORCA input:
```
! wB97M-V def2-TZVPD RIJCOSX def2/J DEFGRID3
* xyz 0 1
H 0.9290 -3.7078 0.3031
S -0.6480 3.6438 0.3332
S 0.7912 -3.5827 -1.0300
H 1.3534 -2.3598 -1.0255
H -1.9774 3.4357 0.2985
H -0.4483 2.5707 1.1207
*
```

Calculated values
E_HOMO = -9.83 eV
Kohn-Sham gap = 10.5 eV
LUMO level = 0.671 eV
energy above the lowest of the compared OMol25 structures with the same formula, charge and spin = 0.052 eV
M = 68.2 g/mol
SMILES = S.S

***

Entry 7:
Formula: H4S2
Source: the Open Molecules 2025 dataset
Level of theory: ωB97M-V/def2-TZVPD

Geometry as ORCA input:
```
! wB97M-V def2-TZVPD RIJCOSX def2/J DEFGRID3
* xyz 0 1
H 1.8741 1.4872 -2.8232
S -2.3772 -1.8650 2.6408
H -3.0502 -0.7269 2.4301
H -3.2204 -2.2489 3.6017
S 3.0716 1.8822 -2.3720
H 3.7021 1.4714 -3.4774
*
```

Calculated values
E_HOMO = -9.80 eV
Kohn-Sham gap = 10.7 eV
LUMO level = 0.912 eV
energy above the lowest of the compared OMol25 structures with the same formula, charge and spin = 0.051 eV
M = 68.2 g/mol
SMILES = S.S

***

Entry 8:
Formula: H5ISi2
Source: the Open Molecules 2025 dataset
Level of theory: ωB97M-V/def2-TZVPD

Geometry as ORCA input:
```
! wB97M-V def2-TZVPD RIJCOSX def2/J DEFGRID3
* xyz 0 1
Si -0.3483 -0.9739 -0.3460
H -1.1581 -2.1215 -0.0467
H -1.0892 1.4376 1.2350
H 1.3707 -1.8011 0.0592
H 0.5298 2.4458 0.0697
Si 0.0895 1.0432 0.4171
I -0.5073 -1.1400 -2.8991
H 1.1128 1.1099 1.5108
*
```

Calculated values
E_HOMO = -9.54 eV
Kohn-Sham gap = 8.9 eV
LUMO level = -0.598 eV
energy above the lowest of the compared OMol25 structures with the same formula, charge and spin = 2.338 eV
M = 188.1 g/mol

***

| no. | E (eV) |
| --- | --- |
| 1 | -12947.3835 |
| 2 | -20822.4059 |
| 3 | -72819.0705 |
| 4 | -21734.8338 |
| 5 | -21734.8993 |
| 6 | -21735.0262 |
| 7 | -21735.0271 |
| 8 | -23934.4525 |